DFT (wB97M-V/def2-TZVPD) results for C11H7N5OS in the gas phase.

Results
E = -31851.2919 eV
HOMO energy = -0.297 Ha
Frontier orbital gap = 7.982 eV
Structure (SMILES) = c1c[nH]c(-c2nn3c(-c4ccco4)nnc3s2)c1

Geometry as XYZ:
```
25
Properties=species:S:1:pos:R:3:forces:R:3:mulliken_charge:R:1
N 0.87308 0.89490 0.35389 1.9180 0.6065 0.2172 -0.917
N -0.82659 3.29122 2.15339 0.7310 -0.1802 -0.4968 -0.671
N -1.90666 2.55230 1.75782 0.7121 -1.1764 -0.5322 -0.341
O -2.01047 -0.71780 -0.02993 -0.1630 0.2465 -0.1616 -0.336
S 1.90520 2.96960 1.65691 1.1044 -0.8927 -0.5903 -0.222
C 2.02489 1.44651 0.70780 -1.2515 -1.1883 -0.6386 0.329
C 0.23373 2.73535 1.58737 -2.3586 1.1901 0.5135 0.389
C -1.48118 1.52657 1.00606 -0.3534 0.6310 0.1367 0.274
C -3.12285 -1.51428 -0.09028 -0.3139 0.1635 -0.0529 -0.429
C -4.18593 -0.92853 0.49770 0.0208 -0.0062 0.5182 -0.399
C -3.69811 0.30235 1.01385 -0.4486 1.4749 0.2364 -0.232
C 5.48274 0.35455 -0.06074 -1.4039 0.3085 0.4366 -0.551
C 4.55950 1.33586 0.48241 -0.0831 -1.6693 -0.8711 -0.434
C -2.39304 0.43702 0.61706 -0.5570 -0.4815 0.6108 0.477
C 4.74451 -0.74922 -0.45943 -0.7015 2.0572 0.8017 -0.560
C 3.28202 0.80230 0.33618 0.9559 0.3365 0.4842 0.327
N 3.39398 -0.46845 -0.19704 0.3433 -0.5554 -0.5148 -0.121
N -0.12471 1.69505 0.80082 -0.7403 -0.8824 0.7321 0.683
H -3.12509 -2.46609 -0.58969 0.7531 0.0329 -0.1540 0.435
H -5.18568 -1.34637 0.63133 0.5151 0.1800 -0.1735 0.400
H -4.28183 1.05444 1.58566 0.7155 -0.6802 -0.5626 0.424
H 6.54858 0.44455 -0.15729 0.0985 0.0506 0.0651 0.411
H 4.76731 2.28295 0.93474 0.2141 0.2905 -0.0318 0.400
H 5.15867 -1.60632 -0.94243 -0.4911 -0.5737 -0.0837 0.409
H 2.59735 -1.09901 -0.36674 0.7841 0.7177 0.1114 0.255
```
Forces are in eV/Å.